# 1
Density functional theory data (ωB97M-V/def2-TZVPD) for a molecular structure, C39H33N6RuS in a non-equilibrium geometry.

E_LUMO (spin up / spin down): -6.2 / -7.0 eV
frontier orbital gap (spin up / spin down): 6.6569 / 5.8087 eV
total charge: +2
⟨S²⟩: 0.7551
spin multiplicity: 2

Each line ends with the Mulliken charge.
CARTESIAN COORDINATES (ANGSTROEM)
Ru (0.3435, -0.7440, 0.2482)  -1.083
C (1.3084, -0.7346, 3.6095)  -0.979
C (-0.1594, -0.8940, 3.3862)  0.482
C (-1.0067, -0.9710, 4.4884)  -1.022
C (-2.3582, -1.1699, 4.3151)  -0.993
C (-2.8397, -1.3353, 3.0280)  -1.001
C (-1.9622, -1.2601, 1.9655)  0.581
N (-0.6363, -0.9933, 2.1301)  1.008
C (-2.4155, -1.5050, 0.5803)  0.571
C (-3.6909, -1.9032, 0.2091)  -0.837
C (-3.9454, -2.1407, -1.1316)  -1.408
C (-2.9413, -1.9666, -2.0717)  -0.942
C (-1.6870, -1.5624, -1.6410)  0.116
N (-1.4593, -1.3618, -0.3410)  1.407
C (-0.5238, -1.3042, -2.5248)  1.055
C (-0.6105, -1.5628, -3.8770)  -1.053
C (0.4776, -1.2973, -4.6902)  -1.067
C (1.6112, -0.7751, -4.1124)  -0.865
C (1.6530, -0.5263, -2.7426)  0.644
C (2.9126, 0.0435, -2.1726)  -1.616
N (0.5988, -0.7885, -1.9443)  1.060
H (1.5573, -0.9868, 4.6377)  0.585
H (1.6332, 0.2965, 3.4529)  0.181
H (1.8705, -1.3866, 2.9459)  0.052
H (-0.5818, -0.8804, 5.4780)  0.562
H (-3.0258, -1.2210, 5.1644)  0.471
H (-3.8879, -1.5286, 2.8594)  0.499
H (-4.4734, -2.0365, 0.9400)  0.557
H (-4.9295, -2.4591, -1.4467)  0.468
H (-3.1494, -2.1420, -3.1156)  0.572
H (-1.5128, -1.9765, -4.2994)  0.510
H (0.4352, -1.4979, -5.7521)  0.477
H (2.4850, -0.5542, -4.7083)  0.514
H (3.6854, 0.0755, -2.9363)  0.631
H (3.2868, -0.5644, -1.3506)  0.214
H (2.7557, 1.0752, -1.8465)  0.301
N (2.1858, 0.2232, 0.8023)  0.270
C (3.3977, -0.4627, 1.2284)  0.329
C (4.3490, 0.2924, 1.9019)  -0.860
C (5.5123, -0.2895, 2.3691)  -0.847
C (5.7099, -1.6471, 2.1652)  -0.948
C (4.7583, -2.3909, 1.4931)  -1.372
C (3.5805, -1.8217, 0.9865)  0.785
C (2.5890, -2.7236, 0.3297)  0.793
C (3.0779, -3.8779, -0.2850)  -1.402
C (2.2381, -4.9064, -0.6825)  -1.044
C (0.8760, -4.8218, -0.4291)  -0.925
C (0.3666, -3.6526, 0.1038)  -0.518
C (1.1819, -2.5385, 0.3862)  2.216
H (1.9684, 0.9127, 1.5169)  0.457
H (2.4173, 0.7790, -0.0144)  0.255
H (4.1715, 1.3513, 2.0593)  0.494
H (6.2464, 0.3048, 2.8952)  0.447
H (6.5988, -2.1327, 2.5435)  0.454
H (4.9148, -3.4550, 1.3910)  0.604
H (4.1422, -3.9878, -0.4440)  0.608
H (2.6554, -5.7874, -1.1517)  0.421
H (0.2187, -5.6482, -0.6651)  0.474
H (-0.7014, -3.5908, 0.2666)  0.429
S (-1.6748, 5.7530, 0.2538)  -0.118
C (-1.2601, 4.0461, 0.2338)  0.647
C (-0.8255, 3.4393, 1.4118)  -1.283
C (-0.4509, 2.1127, 1.3872)  -0.040
N (-0.4870, 1.3535, 0.2838)  0.735
C (-0.9201, 1.9386, -0.8451)  -0.704
C (-1.3014, 3.2597, -0.9180)  -1.006
C (-3.0169, 5.7662, -0.9203)  -0.005
C (-4.2738, 5.3163, -0.5434)  -0.043
C (-5.2841, 5.3417, -1.4940)  -0.380
N (-5.1127, 5.7805, -2.7385)  -0.529
C (-3.9105, 6.2352, -3.0743)  -0.341
C (-2.8258, 6.2508, -2.2043)  -0.067
H (-0.7907, 3.9939, 2.3396)  0.499
H (-0.1365, 1.6229, 2.3019)  0.256
H (-0.9516, 1.3161, -1.7303)  0.506
H (-1.6341, 3.6714, -1.8609)  0.512
H (-4.4658, 4.9663, 0.4618)  0.417
H (-6.2806, 4.9992, -1.2396)  0.371
H (-3.8019, 6.6058, -4.0869)  0.375
H (-1.8675, 6.6415, -2.5191)  0.428

***

# 2
Density functional theory data (ωB97M-V/def2-TZVPD) for a gas-phase ion, C17H17F3N (charge +1) in a non-equilibrium geometry.

E_LUMO: -3.2 eV
frontier orbital gap: 8.5691 eV
total charge: +1
SMILES: FC(F)(F)C[NH2+][C@H](/C=C/c1ccccc1)c1ccccc1

Each line ends with the natural charge from an NBO analysis.
CARTESIAN COORDINATES (ANGSTROEM)
C (-0.3439, -0.1082, 0.9963)  -0.099
C (-1.8225, 0.0089, 1.3537)  -0.002
C (-2.1828, -0.1448, 2.6957)  -0.256
C (-3.5291, -0.1261, 3.0640)  -0.172
C (-4.5230, 0.0865, 2.0965)  -0.182
C (-4.1498, 0.3075, 0.7651)  -0.184
C (-2.7978, 0.3104, 0.4014)  -0.228
C (0.0051, -0.2384, -0.4495)  -0.278
C (1.1694, -0.7210, -0.9101)  -0.131
C (1.4823, -0.8774, -2.3234)  -0.042
C (2.7603, -1.3339, -2.7250)  -0.185
C (3.0855, -1.4877, -4.0688)  -0.209
C (2.1411, -1.1833, -5.0625)  -0.176
C (0.8609, -0.7474, -4.6911)  -0.190
C (0.5305, -0.5968, -3.3418)  -0.203
H (0.1059, -0.9424, 1.5584)  0.226
H (-1.4073, -0.3070, 3.4541)  0.216
H (-3.8058, -0.2772, 4.1068)  0.234
H (-5.5766, 0.0636, 2.3682)  0.238
H (-4.8982, 0.4909, -0.0053)  0.234
H (-2.5227, 0.5375, -0.6330)  0.217
H (-0.7622, 0.1143, -1.1377)  0.215
H (1.9483, -1.0282, -0.1982)  0.197
H (3.4850, -1.5663, -1.9404)  0.210
H (4.0834, -1.8325, -4.3428)  0.231
H (2.4000, -1.2955, -6.1131)  0.231
H (0.1170, -0.5131, -5.4561)  0.228
H (-0.4731, -0.2687, -3.0637)  0.204
F (3.2540, 1.7735, 3.5899)  -0.274
C (1.9880, 1.6108, 3.1625)  0.965
F (1.2768, 0.9101, 4.1273)  -0.329
F (1.3887, 2.8562, 3.0841)  -0.329
C (1.7911, 0.9116, 1.8548)  -0.314
N (0.3283, 1.0926, 1.5332)  -0.503
H (2.4326, 1.3548, 1.0850)  0.268
H (2.0008, -0.1532, 1.9683)  0.257
H (-0.1314, 1.4810, 2.3640)  0.463
H (0.2910, 1.8390, 0.8333)  0.450

***

# 3
Density functional theory data (ωB97M-V/def2-TZVPD) for 2 unconnected molecules or ions with the total composition C2H8S2 in a non-equilibrium geometry.

E_LUMO: 0.4 eV
frontier orbital gap: 8.9450 eV
SMILES: CSS.C

Each line ends with the natural charge from an NBO analysis.
CARTESIAN COORDINATES (ANGSTROEM)
C (-2.6514, -0.9112, -1.0294)  -0.850
H (-1.7172, -1.4333, -0.7734)  0.211
H (-3.2122, -1.1607, -0.1512)  0.211
H (-3.1759, -1.2263, -1.9379)  0.217
H (-2.4214, 0.1031, -1.0058)  0.211
C (2.3185, -0.3224, 0.7413)  -0.737
S (2.6039, 1.5147, 0.4033)  0.057
S (0.8414, 2.3315, 1.2004)  -0.157
H (1.3524, -0.3302, 1.2358)  0.232
H (3.2310, -0.7359, 1.2691)  0.231
H (2.1370, -1.0770, -0.1151)  0.223
H (0.6938, 3.2477, 0.1629)  0.152

***

# 4
Density functional theory data (ωB97M-V/def2-TZVPD) for a molecular structure, C21H24ClGe2HgN5.

E_LUMO: 0.0 eV
frontier orbital gap: 8.4870 eV

Each line ends with the natural charge from an NBO analysis.
CARTESIAN COORDINATES (ANGSTROEM)
Hg (-0.5350, 1.0466, -1.7767)  1.039
N (-1.8699, -2.8984, -4.2564)  -0.337
C (-2.2088, -2.0716, -3.2589)  0.200
N (-1.1340, -1.4811, -2.7924)  -0.515
C (-0.1362, -1.9977, -3.5623)  0.278
N (-0.5406, -2.8795, -4.4515)  -0.258
C (1.2771, -1.6244, -3.4017)  0.115
C (2.2876, -2.2892, -4.0938)  0.027
N (3.5654, -1.9794, -3.9284)  -0.363
C (3.8356, -1.0062, -3.0641)  -0.003
C (2.8337, -0.3395, -2.3751)  0.011
N (1.5548, -0.6448, -2.5479)  -0.407
H (-2.4587, -3.4767, -4.8302)  0.422
H (-3.2221, -1.9178, -2.9260)  0.220
H (2.0448, -3.0823, -4.7893)  0.217
H (4.8772, -0.7505, -2.9138)  0.203
H (3.0640, 0.4480, -1.6670)  0.209
C (0.2062, 2.9655, 3.6338)  -1.066
Ge (0.1096, 2.9757, 1.6713)  1.188
C (-1.2500, 4.2769, 1.1198)  -1.065
C (1.8489, 3.5346, 0.9542)  -1.067
Ge (-0.4251, 0.8321, 0.6790)  0.421
C (0.9747, -0.4938, 1.0648)  -0.425
C (1.9663, -0.2392, 2.0103)  -0.158
C (2.9655, -1.1677, 2.2728)  -0.237
C (2.9849, -2.3755, 1.5921)  -0.199
C (2.0015, -2.6492, 0.6509)  -0.220
C (1.0110, -1.7142, 0.3900)  -0.215
C (-2.1459, 0.1243, 1.3074)  -0.416
C (-2.9447, 0.8361, 2.1978)  -0.221
C (-4.1611, 0.3270, 2.6357)  -0.197
C (-4.5963, -0.9101, 2.1877)  -0.215
C (-3.8117, -1.6332, 1.2986)  -0.231
C (-2.6021, -1.1166, 0.8611)  -0.158
H (0.4191, 3.9784, 3.9805)  0.229
H (0.9965, 2.3086, 3.9959)  0.228
H (-0.7340, 2.6420, 4.0795)  0.231
H (-0.9542, 5.2812, 1.4254)  0.230
H (-2.2151, 4.0501, 1.5731)  0.229
H (-1.3729, 4.2689, 0.0365)  0.236
H (2.1121, 4.5226, 1.3344)  0.230
H (1.8141, 3.5862, -0.1346)  0.233
H (2.6326, 2.8335, 1.2411)  0.229
H (1.9671, 0.6969, 2.5579)  0.193
H (3.7269, -0.9482, 3.0108)  0.212
H (3.7629, -3.1008, 1.7931)  0.212
H (2.0116, -3.5903, 0.1145)  0.212
H (0.2651, -1.9315, -0.3670)  0.215
H (-2.6211, 1.8048, 2.5625)  0.203
H (-4.7665, 0.8972, 3.3293)  0.211
H (-5.5423, -1.3104, 2.5289)  0.212
H (-4.1457, -2.6021, 0.9477)  0.208
H (-2.0048, -1.6900, 0.1603)  0.199
Cl (-0.7180, 1.6745, -4.0620)  -0.729